[1]
Entry from the OMol25 dataset: a cluster of 2 separate species, H3O6 in total at a distorted geometry (wB97M-V/def2-TZVPD).

Its energy above the lowest of the compared OMol25 structures with the same formula, charge and spin is 1.148 eV. The calculation puts the largest force on an atom at 4.6 eV Å⁻¹. Its charge is +1. The value obtained for the calculated total energy is -12310.9355 eV. The spin multiplicity is 1. For the orbital gap (alpha / beta), the calculation gives 8.0 / 8.7 eV. The value obtained for the HOMO energy (alpha / beta) is -16.40 / -16.60 eV.

Cartesian coordinates (Å):
O  2.163  0.011  0.142
O  -1.692  -0.427  0.476
O  -0.005  1.485  -0.179
O  1.290  -0.706  -0.370
O  -1.314  -0.255  -0.856
O  -0.113  0.276  -1.001
H  2.731  0.340  -0.494
H  -2.196  -1.251  0.370
H  -0.812  1.752  0.314



[2]
Entry from the OMol25 dataset: a structure of composition C5H9FNS at a distorted geometry (wB97M-V/def2-TZVPD).

Its energy above the lowest of the compared OMol25 structures with the same formula, charge and spin is 0.568 eV. The calculation puts the largest force on an atom at 4.6 eV Å⁻¹. Its charge is +1. The value obtained for the calculated total energy is -20362.9940 eV. The spin multiplicity is 1. For the orbital gap, the calculation gives 9.2 eV. The value obtained for the HOMO energy is -13.80 eV.

Cartesian coordinates (Å):
C  0.250  -0.678  0.028
C  1.532  -0.831  -0.129
C  0.809  1.387  0.915
C  -0.691  -1.779  0.251
C  -0.823  1.135  -1.245
N  -0.318  0.697  0.132
F  2.245  -1.893  -0.325
S  2.266  1.324  -0.171
H  0.414  2.453  1.167
H  1.114  0.827  1.880
H  -0.691  -2.303  1.308
H  -0.541  -2.712  -0.278
H  -1.811  -1.670  0.037
H  -0.020  1.727  -1.629
H  -1.055  0.246  -1.766
H  -1.707  1.541  -1.031
H  -0.976  0.530  0.857



[3]
Entry from the OMol25 dataset: a cluster of 2 separate species, C23H33B2Br2ClNO13PS2 in total at a distorted geometry (wB97M-V/def2-TZVPD).

The calculation puts the largest force on an atom at 10.1 eV Å⁻¹. Its charge is 0. The value obtained for the calculated total energy is -237399.0029 eV. The spin multiplicity is 1. For the orbital gap, the calculation gives 5.5 eV. The value obtained for the HOMO energy is -8.58 eV.

Cartesian coordinates (Å):
C  -1.800  4.896  -1.432
C  -1.753  3.514  -1.129
C  -1.911  1.958  -0.619
C  -0.676  1.508  0.419
C  -0.547  -0.097  0.277
N  0.232  -0.929  1.264
C  -0.597  -0.854  2.567
C  -1.910  -0.194  2.841
C  1.570  -0.209  1.495
C  1.540  0.792  2.843
C  2.954  -1.030  1.339
O  3.505  -0.827  -0.049
S  4.437  -0.384  2.365
C  5.011  1.336  1.767
O  4.233  -0.471  3.892
O  5.704  -1.298  2.109
C  2.999  -2.609  1.626
C  1.515  -3.255  1.700
B  1.711  -4.839  1.279
O  2.884  -5.425  0.538
C  0.597  -6.069  1.549
C  -0.044  -6.630  0.140
P  1.236  -3.583  3.603
O  1.933  -2.304  4.578
Cl  2.460  -5.254  4.251
C  0.324  -2.421  0.924
S  -1.254  -3.213  1.694
C  0.118  -2.847  -0.642
Br  -1.804  -2.790  -1.363
C  1.227  -2.331  -1.732
C  2.502  -3.385  -1.942
Br  0.238  -2.431  -3.523
H  -2.167  6.004  -1.687
H  -1.978  1.184  -1.516
H  -2.903  1.830  0.001
H  -0.962  1.964  1.442
H  0.280  2.072  -0.021
H  -0.148  -0.156  -0.850
H  -1.692  -0.427  0.158
H  -0.171  -1.209  3.625
H  -2.876  -0.376  2.179
H  -2.054  0.555  3.753
H  1.762  0.628  0.653
H  1.652  0.186  3.848
H  0.627  1.540  2.849
H  2.460  1.557  2.841
H  4.411  -1.233  -0.132
H  4.152  1.694  1.032
H  6.006  1.277  1.125
H  5.066  2.115  2.645
H  3.578  -2.841  2.646
H  3.731  -3.070  0.803
H  3.119  -6.307  0.986
H  -0.184  -5.803  2.376
H  1.241  -6.973  1.989
H  -1.108  -6.192  -0.116
H  -0.093  -7.806  0.187
H  0.636  -6.373  -0.806
H  1.228  -2.073  5.272
H  -1.563  -4.411  1.051
H  0.178  -4.028  -0.838
H  1.543  -1.216  -1.665
H  3.465  -3.077  -1.359
H  2.146  -4.486  -1.780
H  2.779  -3.297  -3.100
B  -5.291  7.724  -4.632
O  -6.293  7.606  -3.568
C  -5.678  7.919  -2.419
O  -6.226  7.923  -1.329
C  -4.299  8.244  -2.675
O  -3.471  8.571  -1.840
O  -4.041  8.135  -3.986
O  -5.122  6.449  -5.338
C  -5.416  6.676  -6.626
O  -5.379  5.822  -7.496
C  -5.776  8.058  -6.810
O  -6.097  8.583  -7.864
O  -5.709  8.706  -5.638



[4]
Entry from the OMol25 dataset: a structure of composition C48H64N2O4S2SeSr at a distorted geometry (wB97M-V/def2-TZVPD).

Its energy above the lowest of the compared OMol25 structures with the same formula, charge and spin is 1.736 eV. The calculation puts the largest force on an atom at 4.3 eV Å⁻¹. Its charge is -2. The value obtained for the calculated total energy is -149841.5193 eV. The spin multiplicity is 1. For the orbital gap, the calculation gives 5.7 eV. The value obtained for the HOMO energy is -1.91 eV.

Cartesian coordinates (Å):
Sr  -0.422  -0.004  0.216
C  4.149  -4.691  4.772
C  4.338  -3.190  4.508
C  4.546  -2.461  5.845
C  5.609  -3.016  3.673
C  3.110  -2.625  3.798
C  3.162  -2.005  2.559
C  2.015  -1.517  1.952
Se  2.201  -0.719  0.201
C  1.726  -2.300  -0.798
C  2.664  -3.310  -0.830
C  2.418  -4.499  -1.510
C  1.201  -4.581  -2.176
C  0.231  -3.582  -2.190
C  0.461  -2.371  -1.458
O  -0.385  -1.406  -1.372
C  -1.049  -3.885  -2.994
C  -1.751  -5.103  -2.367
C  -2.076  -2.748  -3.053
C  -0.674  -4.216  -4.449
C  3.460  -5.615  -1.500
C  2.998  -6.850  -2.277
C  4.761  -5.110  -2.141
C  3.735  -6.041  -0.049
C  0.733  -1.610  2.550
O  -0.323  -1.160  1.953
C  0.687  -2.223  3.847
C  1.855  -2.707  4.408
C  -0.648  -2.311  4.592
C  -1.655  -3.143  3.777
C  -0.500  -2.977  5.962
C  -1.209  -0.896  4.826
H  5.039  -5.111  5.252
H  3.978  -5.220  3.833
H  3.291  -4.875  5.422
H  5.440  -2.835  6.355
H  3.690  -2.599  6.507
H  4.666  -1.390  5.671
H  6.467  -3.433  4.207
H  5.808  -1.960  3.482
H  5.523  -3.533  2.715
H  4.096  -1.879  2.026
H  3.594  -3.158  -0.293
H  0.985  -5.488  -2.730
H  -1.987  -4.898  -1.320
H  -1.118  -5.992  -2.401
H  -2.683  -5.324  -2.900
H  -2.439  -2.483  -2.062
H  -2.923  -3.069  -3.673
H  -1.647  -1.848  -3.487
H  -0.025  -5.091  -4.516
H  -0.152  -3.370  -4.898
H  -1.577  -4.416  -5.035
H  2.824  -6.609  -3.328
H  2.076  -7.256  -1.854
H  3.767  -7.625  -2.228
H  4.578  -4.823  -3.179
H  5.533  -5.887  -2.125
H  5.144  -4.234  -1.617
H  2.816  -6.412  0.410
H  4.085  -5.198  0.549
H  4.492  -6.831  -0.010
H  1.804  -3.180  5.383
H  -1.284  -4.162  3.642
H  -1.801  -2.689  2.799
H  -2.618  -3.189  4.298
H  -0.141  -4.006  5.874
H  -1.475  -3.002  6.454
H  0.188  -2.421  6.604
H  -1.385  -0.394  3.878
H  -0.499  -0.303  5.408
H  -2.153  -0.947  5.379
O  1.878  1.977  1.682
H  0.940  1.790  1.808
H  1.906  2.375  0.796
N  -1.445  1.914  1.003
C  -2.357  2.736  0.763
C  -3.294  2.569  -0.415
C  -4.677  2.616  -0.247
C  -5.529  2.314  -1.301
C  -5.007  1.987  -2.545
C  -3.629  1.961  -2.728
C  -2.781  2.245  -1.670
C  -2.614  3.949  1.634
C  -3.115  5.144  1.121
C  -3.267  6.260  1.933
C  -2.936  6.195  3.278
C  -2.436  5.007  3.800
C  -2.270  3.900  2.984
H  -5.082  2.890  0.722
H  -6.605  2.338  -1.156
H  -5.673  1.767  -3.373
H  -3.217  1.719  -3.700
H  -1.704  2.241  -1.806
H  -3.369  5.199  0.068
H  -3.639  7.187  1.510
H  -3.055  7.064  3.915
H  -2.162  4.947  4.847
H  -1.857  2.973  3.363
C  3.601  3.868  -0.685
O  3.447  4.216  -2.051
C  2.394  3.705  -2.769
S  2.374  4.224  -4.362
S  1.303  2.659  -2.043
H  4.487  4.404  -0.340
H  3.747  2.793  -0.562
H  2.732  4.172  -0.099
C  -4.708  -3.328  0.446
C  -5.040  -1.862  0.137
C  -5.885  -1.246  1.260
C  -5.761  -1.744  -1.212
C  -3.781  -1.117  0.057
N  -2.795  -0.536  -0.007
H  -5.630  -3.904  0.536
H  -4.148  -3.405  1.379
H  -4.099  -3.757  -0.351
H  -6.841  -1.768  1.331
H  -6.069  -0.189  1.059
H  -5.364  -1.324  2.215
H  -6.720  -2.263  -1.164
H  -5.157  -2.187  -2.005
H  -5.931  -0.697  -1.461



[5]
Entry from the OMol25 dataset: an isolated molecule of C3H6N2O at a distorted geometry (wB97M-V/def2-TZVPD).

Its energy above the lowest of the compared OMol25 structures with the same formula, charge and spin is 3.687 eV. The calculation puts the largest force on an atom at 3.2 eV Å⁻¹. Its charge is 0. The value obtained for the calculated total energy is -8233.0119 eV. The spin multiplicity is 1. For the orbital gap, the calculation gives 10.4 eV. The SMILES is [H]/N=C(/C=O)NC. The value obtained for the HOMO energy is -10.03 eV.

Cartesian coordinates (Å):
H  0.620  -0.221  -1.668
N  1.070  -0.763  -0.942
C  0.637  -0.480  0.224
C  1.391  -1.411  1.238
O  0.975  -2.027  2.181
N  -0.391  0.465  0.617
C  -1.448  1.041  -0.549
H  2.428  -1.539  0.867
H  -0.144  1.407  0.386
H  -1.076  1.769  -1.324
H  -2.223  1.588  0.010
H  -1.840  0.171  -1.040



[6]
Entry from the OMol25 dataset: a cluster of 2 separate species, CH11N5O in total at a distorted geometry (wB97M-V/def2-TZVPD).

Its energy above the lowest of the compared OMol25 structures with the same formula, charge and spin is 1.050 eV. The calculation puts the largest force on an atom at 4.1 eV Å⁻¹. Its charge is 0. The value obtained for the calculated total energy is -10708.3118 eV. The spin multiplicity is 1. For the orbital gap, the calculation gives 10.0 eV. The SMILES is CNNN.NNO. The value obtained for the HOMO energy is -8.93 eV.

Cartesian coordinates (Å):
C  0.989  2.449  -0.620
N  0.801  1.066  -0.257
N  0.194  -0.180  -1.340
N  1.031  -1.177  -0.964
H  1.772  2.529  -1.376
H  0.079  2.931  -1.005
H  1.318  3.021  0.254
H  0.082  0.991  0.466
H  0.603  0.276  -2.155
H  0.597  -1.727  -0.216
H  1.911  -0.763  -0.600
N  -0.645  -1.816  1.517
N  -1.572  -0.779  1.197
O  -2.151  -1.077  -0.068
H  -0.050  -1.476  2.265
H  -1.097  -2.686  1.803
H  -2.386  -0.805  1.817
H  -1.477  -0.777  -0.718



[7]
Entry from the OMol25 dataset: an isolated molecule of C11H16N3O2S at a distorted geometry (wB97M-V/def2-TZVPD).

The calculation puts the largest force on an atom at 1.0 eV Å⁻¹. Its charge is 0. The value obtained for the calculated total energy is -31064.8005 eV. The spin multiplicity is 2. For the orbital gap (alpha / beta), the calculation gives 8.8 / 9.6 eV. The value obtained for the HOMO energy (alpha / beta) is -8.62 / -9.55 eV.

Cartesian coordinates (Å):
C  0.500  -0.426  2.269
C  -0.077  0.668  1.362
C  -0.555  1.810  2.276
C  0.997  1.248  0.435
C  1.170  0.667  -0.980
N  2.464  -0.043  -1.077
C  2.636  -1.146  -0.612
O  2.808  -2.217  -0.200
N  1.276  1.852  -1.885
C  1.891  1.820  -2.925
S  2.700  1.798  -4.247
C  0.009  -0.184  -1.522
C  -1.086  -0.688  -0.566
C  -0.849  -2.146  -0.156
C  -2.410  -0.652  -1.345
N  -1.262  0.187  0.617
O  -2.227  -0.167  1.372
H  -0.286  -0.860  2.882
H  1.053  -1.195  1.734
H  1.209  0.061  2.942
H  0.276  2.469  2.518
H  -0.968  1.402  3.196
H  -1.353  2.367  1.788
H  0.799  2.307  0.299
H  1.951  1.183  0.956
H  -0.470  0.417  -2.290
H  0.408  -1.057  -2.037
H  -0.986  -2.767  -1.041
H  0.144  -2.332  0.245
H  -1.588  -2.447  0.583
H  -2.257  -1.092  -2.329
H  -3.172  -1.214  -0.812
H  -2.746  0.378  -1.452



Question: Look up the charge of the second one.
Answer: +1



Question: What is the largest force on an atom in the fifth record?
Answer: 3.2 eV Å⁻¹



Question: Which value of charge does entry 4 give?
Answer: -2



Question: Which of these has the highest calculated total energy?
Answer: C3H6N2O